[1]
C10H18Cl6N2 | ωB97M-V/def2-TZVPD

Element x y z (Å)
C: 6.494040 3.721016 0.979205
C: 5.780512 3.935286 -0.237032
N: 5.285935 4.060949 -1.285503
H: 6.897207 4.659915 1.358712
H: 7.286594 3.012295 0.739054
H: 5.831036 3.228813 1.690738
C: 2.453803 -1.133150 -4.137570
C: 1.187247 -1.659093 -3.532652
N: 0.222437 -2.095733 -3.125368
H: 2.530633 -0.207044 -4.707234
H: 2.821182 -1.962876 -4.741480
H: 3.099211 -1.022168 -3.266235
Cl: 1.929651 -5.389678 4.651399
C: 3.403565 -6.178340 5.284950
C: 4.378429 -5.081226 5.637951
Cl: 5.200048 -4.567096 4.178738
H: 3.761863 -6.847807 4.502939
H: 3.199385 -6.628423 6.256452
H: 5.254570 -5.359184 6.223810
H: 3.860534 -4.214542 6.048707
Cl: -6.999756 2.548421 -3.459070
C: -8.622185 2.806067 -3.954403
C: -8.849351 4.203900 -4.532044
Cl: -8.478869 4.395173 -6.255746
H: -9.217422 2.713437 -3.045984
H: -8.847650 1.972018 -4.618965
H: -8.369382 5.027036 -4.002729
H: -9.922021 4.294427 -4.360854
Cl: -2.588426 2.019491 1.875826
C: -2.076132 0.458614 1.067443
C: -0.922337 -0.235338 1.811710
Cl: 0.661688 0.646382 1.661128
H: -1.767559 0.675933 0.044866
H: -2.996939 -0.122718 1.019869
H: -0.746077 -1.217061 1.372086
H: -1.135465 -0.457697 2.857288

Force components x, y, z for each atom (eV/Å):
C 0.3 -0.5 0.6
C -1.4 0.5 -3.2
N 0.8 -0.2 2.1
H 0.0 -0.2 0.1
H 0.2 0.1 0.2
H 0.1 0.2 0.2
C -0.1 -1.2 1.2
C 1.8 1.8 -1.8
N -1.3 -0.7 0.8
H -1.0 -0.1 0.1
H 0.3 0.2 -0.1
H 0.4 0.0 -0.2
Cl -0.2 -0.3 0.0
C 0.1 0.7 0.8
C 0.7 0.2 -0.4
Cl 0.5 0.8 -1.3
H 0.0 -0.1 0.5
H -0.5 -0.6 -0.4
H -0.7 -0.4 0.6
H 0.1 -0.2 0.2
Cl 2.0 -0.3 0.5
C -0.4 0.4 -0.1
C -1.1 -0.6 0.4
Cl 0.0 -0.2 0.0
H -0.2 0.0 -0.2
H -0.4 0.5 -0.2
H 0.2 -0.4 0.1
H -0.1 0.6 -0.6
Cl 0.4 -0.7 -0.4
C 0.4 0.4 0.4
C -0.2 -0.2 -0.3
Cl -0.9 -0.3 0.2
H 0.0 0.2 0.2
H 0.3 -0.3 0.2
H 0.0 0.1 -0.3
H 0.1 0.6 0.0

**Multiplicity**: 1
**Kohn-Sham gap**: 11.093 eV
**Energy**: -88775.6159 eV
**SMILES string**: ClCCCl.ClCCCl.ClCCCl.CC#N.CC#N
**Largest force on an atom**: 3.54 eV/A
**Highest occupied orbital energy**: -10.597 eV

---

[2]
C10H18INO3 | ωB97M-V/def2-TZVPD

Element x y z (Å)
C: -0.260648 0.821756 0.169010
C: 2.356814 -3.547330 0.074372
C: 1.526796 -2.430658 -0.566356
C: 3.476561 -2.756926 0.750380
C: 2.537227 -1.270894 -0.714644
C: -2.196693 2.914984 1.012585
C: -3.168625 2.449553 -1.259559
C: -3.210461 0.663097 0.507734
C: 2.013670 -0.018903 -0.007891
C: -2.436620 1.852514 -0.058178
N: 0.836571 0.491080 -0.587638
O: -0.349519 0.562835 1.341488
O: 3.750835 -1.694784 -0.140481
O: -1.166055 1.409921 -0.609820
I: 3.626518 1.473524 0.012400
H: 1.786560 -4.148458 0.777827
H: 2.776361 -4.197294 -0.693579
H: 1.108494 -2.723208 -1.526744
H: 0.708900 -2.129348 0.089183
H: 3.147383 -2.371191 1.725712
H: 4.401249 -3.318536 0.881523
H: 2.743057 -1.028443 -1.764616
H: -1.669859 2.484630 1.859902
H: -1.601816 3.729667 0.605159
H: -3.148914 3.310483 1.354282
H: -3.307842 1.691923 -2.026347
H: -2.588741 3.266067 -1.681186
H: -4.139438 2.825546 -0.951846
H: -3.328295 -0.104751 -0.253938
H: -2.683191 0.239289 1.357831
H: -4.193632 0.991355 0.832191
H: 1.811699 -0.217458 1.045891
H: 0.841649 0.779943 -1.554654

Force components x, y, z for each atom (eV/Å):
C 0.4 -0.2 -0.3
C 0.2 0.1 0.0
C 0.1 0.0 0.0
C -0.1 -0.3 0.1
C -0.2 0.3 -0.2
C 0.2 -0.2 -0.1
C 0.3 -0.2 0.2
C 0.3 0.1 -0.1
C 0.3 0.0 0.2
C -0.5 0.2 0.3
N -0.1 0.0 -0.4
O -0.2 0.1 0.4
O 0.2 0.0 -0.1
O -0.1 0.1 -0.2
I -0.2 0.0 0.0
H 0.0 -0.1 0.0
H 0.0 0.0 0.0
H -0.1 0.0 0.0
H -0.1 0.0 0.0
H 0.1 0.0 0.0
H -0.1 0.0 0.1
H -0.1 0.0 0.1
H 0.0 0.0 0.0
H 0.0 0.1 0.0
H -0.1 0.1 0.0
H 0.0 -0.1 -0.1
H 0.0 0.1 0.0
H -0.1 0.0 0.0
H -0.1 -0.1 -0.1
H 0.0 0.0 0.0
H -0.1 0.0 0.0
H 0.1 0.0 -0.1
H 0.0 0.0 0.1

**Multiplicity**: 1
**Kohn-Sham gap**: 9.693 eV
**Energy**: -26396.2115 eV
**SMILES string**: CC(C)(C)OC(=O)N[C@H](I)[C@@H]1CCCO1
**Largest force on an atom**: 0.62 eV/A
**Highest occupied orbital energy**: -9.034 eV

---

[3]
C10H18N2 | ωB97M-V/def2-TZVPD

Element x y z (Å)
C: -0.517154 1.308446 0.566914
C: 0.375304 0.388085 0.199262
C: -1.918973 0.944624 0.370248
C: -3.014615 1.807061 0.614216
C: 2.020219 -1.063858 -0.859452
C: 2.621275 0.049283 1.254924
C: 2.211889 1.429008 -0.916588
C: -0.781834 -2.037271 0.957310
C: -2.896668 -0.620360 -1.262258
C: 1.791894 0.253563 -0.028075
N: -0.787312 -1.022866 -0.215282
N: -2.043038 -0.354286 -0.052080
H: -0.163077 2.326691 0.775408
H: -3.944508 1.483074 0.389364
H: -2.930176 2.829184 0.727629
H: 3.073311 -1.416888 -0.873420
H: 1.438353 -1.859851 -0.416400
H: 1.596815 -0.844572 -1.878118
H: 3.717822 -0.116117 1.205168
H: 2.247999 -0.656113 1.835192
H: 2.578047 0.842869 2.054220
H: 3.256478 1.483960 -1.298690
H: 2.343871 2.201051 -0.222685
H: 1.526202 1.557575 -1.721518
H: -1.532232 -2.772625 0.446716
H: 0.211574 -2.480487 1.107076
H: -1.156710 -1.523507 1.850654
H: -2.215723 -0.946696 -2.077696
H: -3.594982 -1.412879 -0.992420
H: -3.514063 0.223888 -1.539618

Force components x, y, z for each atom (eV/Å):
C 1.5 0.2 -0.8
C -5.1 -2.5 0.2
C -2.4 2.9 1.4
C 4.7 -2.8 -0.9
C -0.4 0.5 -0.6
C 1.9 4.4 -0.2
C 1.9 -0.5 0.6
C -1.1 0.3 -2.7
C 0.6 -0.6 0.8
C 2.8 -2.0 -1.2
N 2.5 2.1 2.4
N -0.1 -0.4 -1.7
H -0.6 -0.4 0.2
H -2.9 -1.2 -0.5
H 0.7 1.9 0.5
H -0.5 0.7 -0.2
H -0.1 -0.2 -0.1
H 0.7 -0.6 0.8
H -0.7 -0.1 -0.9
H -1.9 -4.1 2.1
H -0.2 0.3 -1.2
H -0.5 -1.2 -0.1
H -0.9 2.1 0.7
H -0.5 0.5 -0.4
H 1.3 0.7 1.9
H -0.4 0.1 -0.1
H 0.0 -0.5 -0.1
H -0.6 0.3 0.4
H 0.1 -0.2 -0.3
H 0.2 0.5 0.0

**Multiplicity**: 1
**Kohn-Sham gap**: 8.247 eV
**Energy**: -13637.0772 eV
**Largest force on an atom**: 5.72 eV/A
**Highest occupied orbital energy**: -7.452 eV

---

[4]
C10H18N2O | ωB97M-V/def2-TZVPD

Element x y z (Å)
O: 1.347030 -2.702330 -0.360508
C: 1.026423 -1.533512 -0.019334
N: -1.150237 0.979604 1.329322
N: 0.189257 0.933709 0.906875
C: -2.043976 -0.120001 1.417991
C: -1.766191 2.236504 1.042615
C: 1.134624 -1.139180 1.486416
C: 0.476820 -0.502570 -1.044533
C: 3.024131 1.211970 -0.096840
C: 2.660997 1.028914 1.398236
C: 1.775423 1.636802 -0.896720
C: 1.279572 0.322991 1.725894
C: 0.497867 0.899739 -0.579520
H: -2.367851 -0.253544 2.437714
H: -1.536258 -1.056598 1.257898
H: -2.893162 0.054017 0.706468
H: -2.589753 2.279753 1.757248
H: -2.195053 2.322343 0.050177
H: -1.003554 3.057904 1.197237
H: 2.082068 -1.590764 1.987285
H: 0.293295 -1.549551 1.999166
H: -0.545124 -0.661583 -0.996861
H: 0.778316 -0.543676 -2.143296
H: 3.842813 2.060484 -0.142493
H: 3.434874 0.377309 -0.592970
H: 3.499412 0.450030 1.845621
H: 2.652933 2.099239 1.789873
H: 2.222360 1.590661 -1.980522
H: 1.536368 2.689327 -0.665034
H: 1.122803 0.540693 2.801340
H: -0.381741 1.285804 -1.214257

Force components x, y, z for each atom (eV/Å):
O -1.0 3.5 0.9
C 1.7 -3.0 -1.1
N 2.4 1.0 0.2
N 0.6 1.3 -1.4
C -0.4 -0.4 -0.8
C 0.6 0.7 1.1
C 3.3 -1.2 -0.2
C 1.8 -1.5 -0.3
C -0.3 2.4 1.0
C 0.2 0.1 -0.3
C 1.7 1.6 -1.1
C -1.1 1.9 -0.4
C -1.2 0.3 0.2
H -0.8 0.3 0.5
H 0.1 -0.3 -0.8
H 0.4 -0.7 0.6
H -0.1 0.7 0.0
H -0.1 0.0 -0.6
H -1.1 -0.9 -0.1
H -1.5 -0.1 -1.2
H -0.6 -0.2 0.4
H -2.2 -1.2 -0.3
H 0.0 -0.7 1.6
H -1.6 -1.6 -0.1
H 0.6 -1.3 -0.1
H -0.6 0.5 0.2
H -0.2 -1.6 0.0
H -1.8 0.0 1.5
H 0.4 -0.2 -0.2
H -0.3 0.0 -0.6
H 1.3 0.6 1.4

**Multiplicity**: 1
**Kohn-Sham gap**: 8.565 eV
**Energy**: -15686.3949 eV
**SMILES string**: CN(C)N1[C@@H]2CCC[C@H]1CC(=O)C2
**Largest force on an atom**: 3.72 eV/A
**Highest occupied orbital energy**: -7.850 eV

---

[5]
C10H18N2O3 | ωB97M-V/def2-TZVPD

Element x y z (Å)
C: 1.260673 0.315362 0.595361
C: 0.211972 -0.774657 0.833379
C: 2.068959 0.039502 -0.731794
C: 3.165794 -0.950096 -0.517961
C: 2.636234 1.425316 -1.172997
C: -1.555495 0.430347 -0.504882
C: -1.629694 1.363167 0.680955
C: -3.039246 -0.011825 -1.011891
C: -3.172818 -1.402945 -0.683995
C: -2.069526 -1.644965 0.518778
H: 1.387944 0.478679 2.641531
H: 2.460318 -0.614424 1.748593
H: 0.801378 1.209737 0.466357
H: 1.267853 -0.219066 -1.535371
H: 2.795883 -1.857713 -0.023299
H: 3.813905 -0.601190 0.352001
H: 3.813328 -1.191657 -1.367510
H: 3.770053 1.402858 -1.458957
H: 2.170167 1.802971 -2.133106
H: 2.798958 2.178191 -0.377335
H: -0.922841 1.019414 -1.264186
H: -3.806156 0.642931 -0.612290
H: -3.020809 0.199192 -2.125593
H: -4.180849 -1.611462 -0.362622
H: -2.828817 -2.174654 -1.480192
H: -1.685992 -2.690389 0.563534
H: -2.328469 -1.431511 1.551946
H: -2.174714 3.011815 1.431902
N: 1.999415 0.340250 1.798879
N: -0.991816 -0.802672 0.066739
O: 0.417053 -1.574912 1.775689
O: -1.272897 1.085165 1.794388
O: -2.159746 2.609231 0.543946

Force components x, y, z for each atom (eV/Å):
C -0.1 -3.1 -0.6
C -1.4 -1.5 1.4
C -1.2 2.0 -0.5
C 0.9 -0.8 2.1
C 2.7 0.4 -1.5
C 0.0 0.6 0.1
C -1.0 1.9 1.8
C 2.5 3.4 -2.5
C 1.9 -4.1 1.8
C -0.5 -1.4 -1.4
H 0.9 -0.7 -1.4
H -0.8 1.7 1.5
H -1.5 2.7 -0.5
H 1.5 -0.1 1.4
H -0.2 -0.3 -0.7
H -0.3 0.2 -1.4
H -0.4 0.1 0.1
H -1.8 -0.7 0.1
H 0.2 0.0 1.4
H -1.2 -0.3 -0.2
H -0.8 -1.4 0.7
H 0.0 0.0 0.3
H -0.3 -0.3 1.2
H -0.2 -0.5 0.1
H -0.8 1.6 1.1
H -0.5 0.6 -0.3
H -0.6 0.5 0.1
H 0.2 -0.3 -0.3
N 2.3 -0.4 0.5
N 1.8 0.5 -0.3
O -1.2 0.9 -2.8
O 0.3 -0.8 0.4
O -0.2 -0.2 -1.3

**Multiplicity**: 1
**Kohn-Sham gap**: 9.532 eV
**Energy**: -19783.4159 eV
**SMILES string**: CC(C)[C@H](N)C(=O)N1CCC[C@H]1C(=O)O
**Largest force on an atom**: 4.89 eV/A
**Highest occupied orbital energy**: -8.966 eV

---

[6]
C10H18N2O3 | ωB97M-V/def2-TZVPD

Element x y z (Å)
C: 0.736661 -1.036494 1.051423
C: -0.026228 0.225447 0.737199
C: 0.968509 -1.272497 2.536506
C: 2.502275 -1.574269 2.717709
C: 2.997233 -1.636580 1.219853
C: -0.475246 1.497469 -1.313780
C: -1.009469 2.913848 -0.913504
C: -1.736163 0.792704 -1.936987
C: -2.812251 0.395538 -0.915378
C: -1.327267 -0.454361 -2.825930
H: 2.299319 0.163244 0.588800
H: 0.274894 -1.879769 0.581239
H: 0.367623 -2.115574 2.843948
H: 0.583303 -0.437880 3.102025
H: 2.639261 -2.529605 3.208317
H: 3.031775 -0.772759 3.246200
H: 3.121549 -2.701270 0.897830
H: 3.950855 -1.187074 1.088650
H: 0.928824 0.095609 -1.007937
H: 0.147257 1.806807 -2.181611
H: -2.139383 1.502594 -2.699760
H: -3.703081 -0.099448 -1.334014
H: -3.209139 1.192935 -0.337518
H: -2.421902 -0.365257 -0.237991
H: -0.860953 -1.259606 -2.254302
H: -0.630333 -0.024881 -3.593495
H: -2.175635 -0.919870 -3.350912
H: -1.050310 2.284509 0.839387
N: 2.095618 -0.838368 0.467502
N: 0.312456 0.721406 -0.454884
O: -0.871494 0.641722 1.527905
O: -1.345924 3.738744 -1.718297
O: -1.162632 3.132985 0.421806

Force components x, y, z for each atom (eV/Å):
C 1.9 1.1 0.2
C -0.9 -1.4 1.2
C 0.3 -0.5 0.4
C -0.6 0.3 -1.2
C 0.4 -0.9 1.5
C -2.0 2.4 -2.7
C -0.3 0.1 1.5
C -0.4 -1.1 -1.3
C 0.1 -1.1 -0.4
C 0.3 1.3 0.0
H 0.3 -0.7 0.0
H -0.4 -0.5 -0.4
H -0.1 -0.3 0.3
H 0.2 0.4 0.2
H 0.2 0.0 0.3
H -0.2 -0.3 0.0
H -0.6 0.8 -0.1
H 1.1 0.2 0.1
H -0.3 0.6 0.9
H -0.1 -0.5 0.5
H 0.2 -0.2 0.9
H 0.4 0.3 -0.5
H 0.0 0.9 0.6
H 0.1 0.1 0.2
H 0.2 0.1 0.0
H -0.4 -0.8 0.5
H 0.1 0.5 0.2
H 0.0 -1.1 1.3
N -1.2 0.3 -0.9
N 0.8 -0.7 -0.9
O 0.4 0.7 -0.8
O 0.5 -0.6 0.1
O 0.1 0.8 -1.8

**Multiplicity**: 1
**Kohn-Sham gap**: 10.299 eV
**Energy**: -19784.9843 eV
**SMILES string**: CC(C)[C@H](NC(=O)[C@@H]1CCCN1)C(=O)O
**Largest force on an atom**: 4.15 eV/A
**Highest occupied orbital energy**: -9.741 eV

---

Ordered ΔE to the lowest compared entry with this formula, charge and spin results: 0.8816; 0.0000; 5.0368; 3.4893; 2.4717; 0.9033; unit eV.